Record 1
Density functional theory data (ωB97M-V/def2-TZVPD) for an isolated molecule of C18H18N4OS2.

Its structure (SMILES) is Cn1c(Cc2cccs2)nnc1SCC(=O)N1CCc2ccccc21. As for the HOMO energy: -8.203 eV. The calculation puts the energy above the lowest of the compared OMol25 structures with the same formula, charge and spin at 110.4 kJ/mol. The calculation puts the total energy at -1787.3646 Eh. Its orbital gap is 8.6 eV.

Geometry as ORCA input:
```
! wB97M-V def2-TZVPD RIJCOSX def2/J DEFGRID3
* xyz 0 1
C -2.267 0.182 1.219
N -1.715 1.061 0.231
C -2.366 1.902 -0.634
C -3.844 2.049 -0.692
C -4.367 2.558 0.613
C -3.955 3.654 1.305
C -4.654 3.836 2.520
C -5.584 2.874 2.737
S -5.630 1.722 1.460
N -1.503 2.554 -1.358
N -0.269 2.171 -0.997
C -0.398 1.282 -0.052
S 0.895 0.479 0.785
C 2.239 0.769 -0.421
C 2.518 -0.511 -1.193
O 2.114 -0.655 -2.328
N 3.217 -1.460 -0.519
C 3.717 -1.317 0.846
C 4.330 -2.677 1.220
C 4.229 -3.464 -0.053
C 4.676 -4.738 -0.326
C 4.455 -5.265 -1.592
C 3.796 -4.521 -2.555
C 3.342 -3.237 -2.290
C 3.567 -2.718 -1.027
H -1.528 -0.580 1.466
H -2.522 0.737 2.126
H -3.167 -0.293 0.830
H -4.067 2.752 -1.498
H -4.310 1.089 -0.931
H -3.178 4.309 0.953
H -4.469 4.649 3.198
H -6.256 2.763 3.565
H 3.103 1.133 0.131
H 1.859 1.531 -1.102
H 2.899 -1.046 1.519
H 4.473 -0.526 0.881
H 5.364 -2.578 1.549
H 3.770 -3.163 2.022
H 5.187 -5.313 0.431
H 4.800 -6.262 -1.823
H 3.630 -4.943 -3.535
H 2.829 -2.659 -3.040
*
```



Record 2
Density functional theory data (ωB97M-V/def2-TZVPD) for a cluster of 4 separate species, C22H41BNO10 in total.

As for the HOMO energy: -12.173 eV. The calculation puts the total energy at -1694.7593 Eh. Its orbital gap is 10.1 eV.

Geometry as ORCA input:
```
! wB97M-V def2-TZVPD RIJCOSX def2/J DEFGRID3
* xyz 1 1
C 0.115 1.493 3.148
C -0.267 1.750 1.656
B 0.715 0.964 0.709
O 1.913 1.539 0.372
C 0.391 -0.506 0.190
C 0.965 -1.551 1.201
C -0.124 -2.621 1.322
N -1.365 -1.797 1.130
C -2.736 -2.464 1.255
C -2.599 -3.936 1.614
C -3.600 -2.299 -0.004
C -4.518 -1.084 0.088
C -1.085 -0.856 0.001
H 0.691 2.350 3.463
H 0.750 0.618 3.280
H -0.770 1.379 3.760
H -0.156 2.813 1.472
H -1.314 1.478 1.526
H 1.812 2.237 -0.295
H 0.969 -0.683 -0.711
H 1.205 -1.158 2.181
H 1.867 -2.025 0.839
H -0.133 -2.980 2.340
H -0.049 -3.396 0.573
H -1.325 -1.188 1.951
H -3.248 -1.955 2.062
H -3.599 -4.336 1.719
H -2.070 -4.433 0.807
H -2.091 -4.081 2.559
H -3.018 -2.315 -0.920
H -4.243 -3.169 -0.042
H -3.987 -0.147 0.220
H -5.160 -1.222 0.953
H -5.184 -1.025 -0.763
H -1.137 -1.454 -0.901
H -1.736 0.000 0.005
C 5.363 5.339 2.855
C 4.037 5.263 3.570
C 3.671 3.889 4.087
O 2.235 3.926 4.050
C 1.878 4.800 3.074
O 0.776 4.898 2.635
O 2.942 5.521 2.668
H 6.159 4.935 3.481
H 5.326 4.781 1.919
H 5.610 6.371 2.610
H 3.989 6.005 4.371
H 4.020 3.702 5.099
H 4.016 3.089 3.427
C -2.027 -6.824 -4.164
C -1.478 -6.898 -2.761
C -2.408 -6.380 -1.686
O -1.479 -5.921 -0.686
C -0.333 -5.577 -1.325
O 0.540 -4.942 -0.820
O -0.345 -6.015 -2.595
H -2.997 -7.317 -4.222
H -2.134 -5.786 -4.480
H -1.353 -7.311 -4.867
H -1.144 -7.912 -2.533
H -3.062 -7.144 -1.274
H -3.007 -5.530 -2.024
C 0.647 4.863 -5.313
C 0.986 4.056 -4.084
C 0.678 4.738 -2.770
O 1.657 4.161 -1.891
C 2.728 3.804 -2.655
O 3.785 3.490 -2.217
O 2.407 3.853 -3.968
H -0.391 5.194 -5.281
H 1.298 5.734 -5.388
H 0.791 4.271 -6.215
H 0.514 3.070 -4.131
H -0.326 4.538 -2.405
H 0.840 5.817 -2.808
*
```



Record 3
Density functional theory data (ωB97M-V/def2-TZVPD) for an isolated molecule of C5H14N2.

Its structure (SMILES) is CNCCCCN. As for the HOMO energy: -9.028 eV. The calculation puts the energy above the lowest of the compared OMol25 structures with the same formula, charge and spin at 315.1 kJ/mol. The calculation puts the total energy at -308.3030 Eh. Its orbital gap is 10.0 eV.

Geometry as ORCA input:
```
! wB97M-V def2-TZVPD RIJCOSX def2/J DEFGRID3
* xyz 0 1
C 2.159 -1.246 0.084
N 1.692 0.265 0.106
C 0.816 0.611 -1.111
C -0.456 1.489 -0.676
C -1.043 1.015 0.766
C -1.349 -0.508 0.942
N -2.450 -0.897 0.026
H 2.911 -1.069 0.902
H 2.676 -1.537 -0.883
H 1.393 -1.952 0.382
H 2.546 0.754 0.060
H 1.458 0.987 -1.964
H 0.385 -0.194 -1.720
H -0.248 2.508 -0.496
H -1.152 1.284 -1.592
H -0.324 1.330 1.677
H -1.904 1.641 0.891
H -1.618 -0.301 2.123
H -0.570 -1.332 0.845
H -2.950 -1.598 0.516
H -1.973 -1.250 -0.879
*
```



Record 4
Density functional theory data (ωB97M-V/def2-TZVPD) for a cluster of 2 separate species, C4H12IN2 in total.

As for the HOMO energy: -13.017 eV. The calculation puts the energy above the lowest of the compared OMol25 structures with the same formula, charge and spin at 112.8 kJ/mol. The calculation puts the total energy at -566.5243 Eh. Its orbital gap is 9.2 eV.

Geometry as ORCA input:
```
! wB97M-V def2-TZVPD RIJCOSX def2/J DEFGRID3
* xyz 1 1
C -0.108 1.665 -0.849
C -0.017 -1.783 1.020
C -0.126 0.733 0.308
C -0.521 -0.695 0.106
N -1.532 -1.016 -0.638
N -1.277 0.913 1.183
I 4.076 -0.009 -0.142
H -0.292 2.618 -0.474
H -0.861 1.277 -1.648
H 0.867 1.648 -1.382
H 0.937 -2.134 0.654
H -0.784 -2.606 0.989
H 0.094 -1.421 2.082
H 0.869 0.737 0.799
H -1.787 -0.350 -1.247
H -2.062 -1.941 -0.669
H -1.133 1.392 2.094
H 5.117 0.018 0.903
H -1.953 1.507 0.705
*
```



Record 5
Density functional theory data (ωB97M-V/def2-TZVPD) for an isolated molecule of C2H5NS2.

As for the HOMO energy (spin up / spin down): -7.323 / -7.412 eV. The calculation puts the energy above the lowest of the compared OMol25 structures with the same formula, charge and spin at 437.3 kJ/mol. The calculation puts the total energy at -930.1729 Eh. Its orbital gap (spin up / spin down) is 4.5 / 4.6 eV.

Geometry as ORCA input:
```
! wB97M-V def2-TZVPD RIJCOSX def2/J DEFGRID3
* xyz 0 1
C 0.704 -0.519 0.192
C 0.400 0.951 0.169
N -1.822 -0.431 -0.478
S 2.304 -0.934 -0.492
S -0.851 -1.582 -0.278
H 0.881 -0.834 1.254
H 1.271 1.432 0.440
H -0.534 1.352 0.579
H 0.365 1.268 -0.815
H -2.719 -0.704 -0.571
*
```



Record 6
Density functional theory data (ωB97M-V/def2-TZVPD) for a cluster of 2 separate species, C4H6N2 in total.

As for the HOMO energy: -8.907 eV. The calculation puts the energy above the lowest of the compared OMol25 structures with the same formula, charge and spin at 741.4 kJ/mol. The calculation puts the total energy at -265.2532 Eh. Its orbital gap is 9.8 eV.

Geometry as ORCA input:
```
! wB97M-V def2-TZVPD RIJCOSX def2/J DEFGRID3
* xyz 0 1
N 1.108 1.434 0.603
C 1.202 0.929 -0.583
C 0.889 0.030 0.668
C -0.490 -0.500 0.907
N -1.558 0.001 0.118
C -1.282 -1.200 -0.262
H 1.154 2.305 1.117
H 0.307 -1.107 -3.009
H 1.696 -0.573 1.085
H -0.729 -0.797 1.930
H -2.129 0.809 -0.091
H -0.169 -1.332 -2.482
*
```



Record 7
Density functional theory data (ωB97M-V/def2-TZVPD) for a cluster of 2 separate species, C10H15N4O in total.

As for the HOMO energy (spin up / spin down): -11.493 / -11.493 eV. The calculation puts the energy above the lowest of the compared OMol25 structures with the same formula, charge and spin at 580.9 kJ/mol. The calculation puts the total energy at -683.8517 Eh. Its orbital gap (spin up / spin down) is 5.9 / 6.0 eV.

Geometry as ORCA input:
```
! wB97M-V def2-TZVPD RIJCOSX def2/J DEFGRID3
* xyz 1 1
C -0.531 0.317 0.323
C -1.322 1.486 0.208
C -2.767 1.405 0.229
C -1.137 -0.952 0.416
C -3.270 0.115 0.034
C -1.117 -3.425 0.035
C -0.596 -2.309 0.569
C 3.274 -0.523 -0.250
C 1.002 0.433 0.467
C 1.773 -0.282 -0.679
N -5.906 0.014 -0.371
N -2.546 -0.959 0.267
N -0.922 2.770 0.152
N -3.550 2.591 0.082
O -6.066 -0.880 0.299
H -0.900 -4.416 0.140
H -2.073 -3.345 -0.590
H 0.419 -2.348 1.094
H 3.583 0.479 0.171
H 3.318 -1.328 0.518
H 3.905 -0.848 -1.023
H 1.309 1.656 0.500
H 1.416 0.123 1.417
H 1.310 -1.314 -0.952
H 1.620 0.277 -1.579
H -2.933 -1.883 0.038
H 0.034 3.268 0.141
H -1.638 3.389 -0.082
H -3.480 3.409 0.589
H -4.524 2.377 -0.201
*
```



Record 8
Density functional theory data (ωB97M-V/def2-TZVPD) for an isolated molecule of C19H16FN5O3S2.

Its structure (SMILES) is [H]/N=C1\C(=C\c2cc(C)n(-c3ccccc3F)c2C)C(=O)N=C2SN=C(S(C)(=O)=O)N21. As for the HOMO energy: -8.099 eV. The calculation puts the energy above the lowest of the compared OMol25 structures with the same formula, charge and spin at 116.3 kJ/mol. The calculation puts the total energy at -2129.1459 Eh. Its orbital gap is 6.9 eV.

Geometry as ORCA input:
```
! wB97M-V def2-TZVPD RIJCOSX def2/J DEFGRID3
* xyz 0 1
H -1.297 2.490 -1.674
N -2.305 2.604 -1.513
C -2.793 1.885 -0.645
C -2.029 1.129 0.298
C -0.663 0.886 0.149
C 0.224 -0.095 0.778
C 0.803 0.154 2.111
C 2.072 -0.558 2.194
C 3.013 -0.388 3.407
N 2.080 -1.409 1.091
C 3.183 -2.234 0.865
C 3.629 -3.281 1.839
C 4.908 -3.813 1.856
C 5.698 -3.432 0.753
C 5.299 -2.478 -0.154
C 3.998 -1.964 -0.192
F 3.507 -1.259 -1.280
C 0.986 -1.135 0.259
C 0.570 -1.959 -0.939
C -2.786 0.859 1.528
O -2.259 0.575 2.569
N -4.191 1.002 1.619
C -4.829 1.490 0.569
S -6.539 1.783 0.469
N -6.279 2.215 -1.194
C -5.038 2.218 -1.597
S -4.576 2.434 -3.370
C -3.459 3.803 -3.835
O -3.844 1.191 -3.832
O -5.642 2.488 -4.366
N -4.181 2.018 -0.553
H -0.216 1.435 -0.711
H 0.541 0.942 2.816
H 3.938 0.006 3.222
H 2.509 0.181 4.129
H 3.192 -1.309 3.891
H 3.117 -3.448 2.735
H 5.198 -4.596 2.523
H 6.670 -3.980 0.716
H 6.082 -2.110 -0.907
H 1.070 -3.004 -0.968
H 0.932 -1.457 -1.842
H -0.504 -2.207 -1.011
H -3.568 4.659 -3.272
H -2.483 3.483 -3.707
H -3.735 4.186 -4.827
*
```



Record 9
Density functional theory data (ωB97M-V/def2-TZVPD) for a cluster of 4 separate species, C4H14O3 in total.

Its structure (SMILES) is C=C(C)C.O.O.O. As for the HOMO energy: -9.778 eV. The calculation puts the energy above the lowest of the compared OMol25 structures with the same formula, charge and spin at 111.5 kJ/mol. The calculation puts the total energy at -386.4843 Eh. Its orbital gap is 10.2 eV.

Geometry as ORCA input:
```
! wB97M-V def2-TZVPD RIJCOSX def2/J DEFGRID3
* xyz 0 1
C -0.440 1.707 -0.532
C -1.407 1.959 -1.410
C -1.536 1.224 -2.714
C -2.458 3.002 -1.143
H -0.417 2.343 0.336
H 0.351 0.979 -0.681
H -0.706 0.527 -2.878
H -2.405 0.575 -2.707
H -1.603 1.928 -3.528
H -2.256 3.862 -1.793
H -3.444 2.642 -1.399
H -2.425 3.319 -0.109
O -0.485 -0.462 2.598
H -0.199 0.453 2.491
H -0.302 -0.843 1.730
O 0.664 -2.185 -1.247
H 0.108 -2.001 -2.007
H 0.861 -1.362 -0.794
O 4.711 -3.821 3.543
H 4.061 -4.021 4.225
H 4.236 -3.884 2.707
*
```



Record 10
Density functional theory data (ωB97M-V/def2-TZVPD) for a cluster of 10 separate species, C25H59F3O12S10 in total.

As for the HOMO energy: -8.370 eV. The calculation puts the total energy at -6171.9508 Eh. Its orbital gap is 7.4 eV.

Geometry as ORCA input:
```
! wB97M-V def2-TZVPD RIJCOSX def2/J DEFGRID3
* xyz 0 1
O 9.337 0.847 -1.085
C 8.134 0.630 -1.371
O 7.683 -0.469 -2.123
C 6.347 -0.765 -1.842
O 5.560 -1.191 -2.711
C 5.898 0.087 -0.567
C 4.660 0.013 0.394
C 3.203 -0.229 -0.185
C 2.834 0.879 -1.259
F 3.501 2.126 -1.041
F 1.435 1.161 -1.065
F 2.956 0.437 -2.600
C 6.906 1.118 -0.461
S 6.906 2.630 0.637
H 4.717 0.821 1.200
H 4.874 -0.954 1.017
H 3.010 -1.297 -0.565
H 2.476 -0.100 0.690
H 6.561 3.611 -0.318
C 1.228 4.020 -3.326
S 2.940 4.448 -3.707
O 3.449 5.304 -2.590
C 2.557 5.539 -5.094
H 1.221 3.365 -2.454
H 0.659 4.925 -3.105
H 0.786 3.496 -4.176
H 1.904 6.349 -4.763
H 2.071 4.965 -5.885
H 3.489 5.958 -5.473
C -1.014 -0.927 -4.444
S -1.099 -0.280 -2.760
O -0.550 -1.330 -1.847
C -2.898 -0.335 -2.629
H 0.036 -1.015 -4.727
H -1.485 -1.910 -4.490
H -1.515 -0.237 -5.125
H -3.253 -1.355 -2.788
H -3.339 0.335 -3.369
H -3.183 -0.005 -1.630
C 3.494 -2.969 -4.145
S 3.640 -3.864 -5.704
O 2.255 -4.159 -6.186
C 4.297 -5.384 -4.983
H 3.061 -1.989 -4.348
H 2.843 -3.518 -3.460
H 4.482 -2.843 -3.703
H 3.596 -5.779 -4.245
H 5.261 -5.178 -4.513
H 4.434 -6.115 -5.781
C -4.997 1.048 0.901
S -5.967 -0.314 0.219
O -5.950 -0.175 -1.271
C -7.567 0.287 0.800
H -3.952 0.901 0.625
H -5.349 1.998 0.494
H -5.086 1.050 1.989
H -7.758 1.284 0.399
H -7.572 0.313 1.890
H -8.340 -0.398 0.453
C 2.664 -2.308 4.601
S 2.552 -1.950 2.835
O 2.117 -0.526 2.693
C 1.109 -2.989 2.523
H 3.487 -1.727 5.019
H 1.733 -2.027 5.097
H 2.861 -3.371 4.745
H 0.275 -2.666 3.149
H 1.357 -4.031 2.734
H 0.832 -2.890 1.472
C 3.570 -9.113 -3.420
S 2.589 -7.778 -2.702
O 3.471 -7.034 -1.752
C 1.513 -8.845 -1.719
H 4.342 -8.673 -4.051
H 4.040 -9.699 -2.627
H 2.927 -9.752 -4.028
H 2.112 -9.447 -1.033
H 0.937 -9.492 -2.382
H 0.831 -8.215 -1.147
C 4.583 10.135 -2.978
S 4.759 9.251 -4.541
O 3.384 8.946 -5.043
C 5.421 7.733 -3.823
H 4.143 11.113 -3.181
H 3.929 9.577 -2.305
H 5.565 10.269 -2.521
H 4.715 7.324 -3.097
H 6.377 7.944 -3.339
H 5.575 7.009 -4.624
C -7.911 0.264 5.319
S -8.879 -1.096 4.635
O -8.860 -0.958 3.145
C -10.480 -0.495 5.214
H -6.865 0.116 5.044
H -8.262 1.214 4.911
H -8.001 0.265 6.407
H -10.671 0.502 4.813
H -10.486 -0.469 6.305
H -11.253 -1.180 4.864
C -6.336 1.469 10.551
S -7.305 0.107 9.869
O -7.286 0.245 8.380
C -8.906 0.709 10.448
H -5.291 1.321 10.276
H -6.687 2.418 10.142
H -6.426 1.472 11.639
H -9.097 1.705 10.046
H -8.913 0.736 11.539
H -9.679 0.023 10.099
*
```



Record 11
Density functional theory data (ωB97M-V/def2-TZVPD) for a structure of composition C18H22ClGeIMnN2O6.

As for the HOMO energy (spin up / spin down): -8.358 / -8.496 eV. The calculation puts the energy above the lowest of the compared OMol25 structures with the same formula, charge and spin at 0.0 kJ/mol. The calculation puts the total energy at -5245.5939 Eh. Its orbital gap (spin up / spin down) is 7.8 / 7.9 eV.

Geometry as ORCA input:
```
! wB97M-V def2-TZVPD RIJCOSX def2/J DEFGRID3
* xyz 0 2
Mn -0.546 0.460 0.697
C -1.383 -3.367 -1.475
C -0.022 -3.206 -0.873
N 0.751 -4.259 -0.753
C 1.967 -4.126 -0.190
C 2.469 -2.930 0.251
C 3.835 -2.858 0.880
O 3.835 -2.206 2.147
C 1.655 -1.781 0.131
C 2.185 -0.485 0.470
N 1.464 0.556 0.677
C 2.120 1.789 0.924
C 3.242 1.888 1.737
C 3.832 3.122 1.951
C 3.308 4.267 1.369
C 2.176 4.184 0.572
C 1.594 2.947 0.366
I -0.143 2.753 -0.789
C 0.372 -1.911 -0.418
O -0.470 -0.919 -0.575
H -1.535 -4.407 -1.752
H -1.498 -2.732 -2.355
H -2.146 -3.058 -0.757
H 2.546 -5.037 -0.087
H 4.523 -2.280 0.258
H 4.247 -3.868 0.959
H 3.176 -2.627 2.710
H 3.266 -0.381 0.505
H 3.618 1.002 2.233
H 4.696 3.192 2.599
H 3.766 5.230 1.548
H 1.749 5.073 0.127
O -1.652 1.267 3.878
Cl -0.513 1.127 3.007
O -0.383 -0.334 2.590
O 0.716 1.520 3.665
O -2.531 -0.044 0.999
C -4.585 -0.825 -1.584
Ge -3.461 0.766 -1.610
C -2.086 0.635 -2.991
C -4.502 2.407 -1.849
C -2.772 0.935 0.275
H -5.113 -0.929 -2.532
H -5.317 -0.768 -0.779
H -3.970 -1.710 -1.428
H -2.525 0.158 -3.869
H -1.250 0.033 -2.641
H -1.725 1.619 -3.293
H -4.962 2.423 -2.838
H -3.864 3.288 -1.761
H -5.293 2.483 -1.103
H -2.858 1.926 0.773
*
```